{
  "formula": "C4H7NO2",
  "method": "the ωB97M-V functional and the def2-TZVPD basis",
  "symbols": ["N", "H", "H", "C", "C", "H", "H", "H", "C", "C", "H", "O", "H", "O"],
  "xyz": [[0.369, -1.233, 1.104], [0.348, 1.905, -0.766], [0.392, -0.939, 2.074], [-1.056, -0.548, -1.002], [0.744, 1.128, -0.112], [0.131, -2.204, 0.941], [-0.666, -0.255, -1.970], [-1.671, -1.442, -1.023], [-0.199, -0.343, 0.216], [-1.354, 0.498, 0.052], [0.946, 1.567, 0.872], [-2.168, 1.249, 0.544], [2.289, -0.033, -0.185], [1.896, 0.649, -0.744]],
  "lowdin_charge": [0.113, 0.128, 0.101, 0.022, -0.132, 0.099, 0.100, 0.110, -0.386, -0.387, 0.121, 0.089, 0.083, -0.061],
  "e_above_lowest_kcal_mol": 93.76,
  "gap_ev": 8.8,
  "homo_ev": -8.1527,
  "fmax_ev_per_a": 4.64,
  "spin_multiplicity": 1
}

{
  "formula": "H17O8",
  "method": "the ωB97M-V functional and the def2-TZVPD basis",
  "symbols": ["O", "H", "H", "O", "O", "H", "O", "H", "H", "H", "O", "H", "H", "O", "H", "H", "H", "H", "H", "H", "O", "H", "H", "O", "H"],
  "xyz": [[-3.093, 0.208, 1.204], [-1.054, -3.496, -0.971], [-0.871, -1.142, 2.910], [0.375, 1.904, 1.851], [1.254, -0.891, 0.276], [0.799, -1.109, -0.544], [-0.815, -1.001, 1.954], [0.024, 1.842, -1.353], [0.140, -0.554, -2.807], [1.352, 0.450, -2.768], [2.728, 1.330, -0.508], [0.492, -0.724, 0.911], [-0.978, -2.547, -2.076], [1.078, -0.471, -2.650], [-0.465, 1.519, 0.081], [-1.187, -1.855, 1.688], [-2.970, 0.368, 0.276], [2.347, 2.063, -0.010], [-0.390, 2.440, 1.638], [2.780, 1.643, -1.406], [-0.358, 1.153, -0.804], [0.256, 1.719, 2.781], [-2.286, -0.170, 1.535], [-0.696, -2.658, -1.181], [1.535, -0.026, -0.034]],
  "lowdin_charge": [-0.038, 0.040, 0.115, -0.024, 0.250, 0.081, -0.024, 0.059, 0.040, 0.046, -0.009, 0.101, 0.043, -0.024, 0.007, 0.102, 0.021, 0.060, 0.058, 0.056, -0.038, 0.065, -0.049, 0.001, 0.063],
  "e_above_lowest_kcal_mol": 39.16,
  "gap_ev": 10.9,
  "homo_ev": -14.2692,
  "total_charge": 1,
  "fmax_ev_per_a": 2.49,
  "spin_multiplicity": 1
}

{
  "formula": "C56H37CeCl4N7OS2",
  "method": "the ωB97M-V functional and the def2-TZVPD basis",
  "symbols": ["H", "H", "C", "H", "C", "H", "C", "H", "H", "C", "C", "C", "C", "N", "C", "C", "H", "N", "C", "H", "H", "Cl", "H", "H", "H", "H", "C", "C", "H", "H", "H", "C", "C", "C", "C", "C", "Ce", "C", "C", "C", "C", "H", "N", "H", "H", "C", "C", "S", "C", "C", "H", "C", "C", "H", "C", "O", "C", "C", "C", "C", "C", "C", "H", "H", "H", "H", "H", "Cl", "C", "H", "N", "C", "C", "C", "C", "H", "C", "C", "N", "Cl", "C", "C", "C", "Cl", "H", "S", "C", "C", "H", "C", "C", "C", "C", "H", "N", "H", "H", "C", "N", "C", "H", "C", "H", "C", "H", "C", "C", "H"],
  "xyz": [[-5.591, 0.559, -0.216], [-6.143, 1.927, 4.491], [-3.586, 2.820, -0.361], [1.069, 3.527, 4.625], [-4.757, 1.406, 2.945], [-3.116, 4.410, -1.776], [0.708, 4.695, 1.994], [1.261, -4.412, 3.340], [-4.122, -1.204, 2.908], [-0.689, 4.882, -4.063], [5.134, 0.918, 0.389], [-2.869, -4.316, -1.818], [-3.201, 0.823, 1.103], [-1.535, 1.795, -0.480], [3.180, 0.366, -1.185], [0.943, -3.957, 4.266], [-0.958, 6.189, -5.739], [1.234, 1.770, -1.522], [-0.866, -3.060, -1.797], [-0.327, 2.751, 3.820], [4.956, -1.047, 2.469], [0.523, -5.035, 8.076], [-4.597, 3.018, -0.068], [4.013, 2.708, -3.025], [3.154, -2.374, 3.911], [-3.889, 1.543, 3.574], [3.896, -1.070, 2.314], [-5.708, 0.865, 0.813], [1.278, -5.726, 5.431], [1.713, -4.037, -3.410], [8.102, -0.705, 0.323], [-0.450, 3.453, -2.017], [7.852, 1.408, 0.599], [3.658, 0.657, 0.315], [6.047, -0.126, 0.284], [1.957, 3.464, -2.862], [0.218, 0.214, -0.075], [0.834, 2.919, -2.154], [0.489, -2.642, 4.270], [-1.168, 7.117, -2.494], [-2.272, -5.264, -2.657], [-0.154, 4.835, 2.634], [1.010, -3.578, -2.857], [-2.135, -2.652, 3.944], [-2.633, -2.473, -0.714], [-0.695, 4.756, -2.677], [2.318, -1.559, -2.125], [4.490, -0.224, -2.395], [0.752, 2.754, 3.932], [1.686, -1.435, 2.516], [0.411, 4.690, 0.951], [-0.925, 5.892, -1.903], [-1.529, 2.915, -1.265], [1.430, 5.485, 2.165], [-6.018, 1.624, 3.463], [0.863, 2.123, 1.363], [-3.072, -1.114, 2.707], [0.111, -2.791, 6.647], [1.150, -2.411, -2.186], [-1.198, 7.215, -3.878], [-2.476, -0.188, 1.780], [0.081, -2.067, 5.472], [3.797, -2.205, -3.646], [-2.855, -6.109, -2.989], [-7.845, 0.922, 0.707], [1.949, 4.358, -3.452], [7.320, 3.467, 0.820], [9.542, 1.713, 0.767], [0.953, -4.698, 5.434], [-3.895, -4.466, -1.517], [1.859, -0.582, 1.440], [-0.962, -5.144, -3.075], [-0.269, -4.027, -2.637], [0.534, -4.112, 6.620], [3.018, 2.624, -2.637], [-1.335, 7.993, -1.886], [-2.059, -1.854, 3.232], [-7.132, 1.446, 2.655], [0.044, -2.064, -1.534], [-1.555, 8.732, -4.617], [3.168, -0.356, 1.316], [5.601, 2.214, 0.569], [3.493, -1.556, -2.850], [-8.711, 1.689, 3.302], [-0.504, 4.013, -4.676], [1.527, 3.076, 2.301], [-2.822, 3.544, -1.217], [-0.841, -1.380, 2.640], [-0.201, -2.340, 7.575], [-2.769, 1.732, 0.113], [-0.950, 6.099, -4.665], [-2.183, -3.207, -1.371], [-6.976, 1.063, 1.329], [-0.902, 5.817, -0.824], [2.168, -0.600, -1.219], [-0.505, -5.886, -3.711], [4.897, 3.032, 0.634], [2.537, 1.606, -1.771], [-1.127, -0.403, 1.731], [0.453, -1.811, 3.045], [5.693, -1.134, 0.127], [-4.579, 1.026, 1.614], [3.122, 1.589, 0.554], [6.956, 2.463, 0.676], [-0.258, -1.043, 5.479], [7.403, 0.112, 0.393], [2.975, -1.748, 3.061], [1.092, 1.784, 4.279]],
  "lowdin_charge": [0.127, 0.109, 0.023, 0.063, -0.029, 0.119, -0.188, 0.128, 0.120, -0.019, -0.230, -0.079, -0.045, -0.022, -0.517, -0.019, 0.110, -0.017, -0.212, 0.062, 0.109, 0.699, 0.113, 0.104, 0.116, 0.124, 0.018, -0.029, 0.110, 0.176, 0.111, -0.034, -0.668, -0.139, -0.091, 0.032, 1.496, -0.212, -0.219, -0.088, -0.079, 0.058, 0.199, 0.122, 0.109, -0.213, -0.323, 1.058, -0.203, -0.208, 0.040, -0.032, -0.210, 0.057, -0.087, -0.625, 0.017, -0.086, -0.224, -0.668, -0.222, -0.026, 0.064, 0.107, 0.110, 0.115, 0.107, 0.693, -0.085, 0.106, -0.013, -0.009, -0.176, -0.669, 0.000, 0.110, 0.025, -0.670, 0.095, 0.698, -0.194, -0.015, -0.318, 0.697, 0.128, 0.954, 0.023, -0.217, 0.109, -0.208, -0.084, -0.006, -0.086, 0.113, -0.117, 0.114, 0.115, -0.242, -0.039, -0.031, 0.115, -0.224, 0.109, -0.092, 0.124, -0.083, 0.029, 0.052],
  "e_above_lowest_kcal_mol": 73.33,
  "gap_ev": [4.9, 4.7],
  "homo_ev": [-8.7879, -8.9875],
  "total_charge": 1,
  "fmax_ev_per_a": 2.41,
  "s_squared": 0.940,
  "spin_multiplicity": 2
}

{
  "formula": "C26H52Br2O12S6",
  "method": "the ωB97M-V functional and the def2-TZVPD basis",
  "symbols": ["C", "H", "C", "H", "O", "S", "H", "H", "C", "O", "C", "C", "H", "S", "H", "H", "H", "H", "H", "Br", "C", "H", "C", "H", "H", "H", "O", "C", "H", "C", "O", "O", "H", "H", "H", "H", "H", "C", "S", "H", "H", "C", "H", "H", "H", "O", "O", "O", "H", "Br", "H", "C", "O", "H", "C", "O", "C", "H", "H", "C", "H", "H", "S", "C", "H", "H", "C", "C", "O", "H", "C", "H", "H", "C", "H", "H", "S", "C", "H", "H", "H", "H", "H", "H", "C", "O", "C", "H", "H", "H", "C", "H", "H", "H", "C", "S", "H", "C"],
  "xyz": [[2.072, -4.108, 1.699], [4.169, -3.586, -0.017], [3.660, -0.604, -5.231], [2.687, -2.995, 3.484], [4.974, -2.099, 3.030], [-3.171, -0.793, 4.396], [4.646, -1.047, -5.384], [-5.879, -2.763, 3.024], [-7.058, -1.378, -2.312], [2.566, 8.125, -1.876], [-4.786, -0.049, 4.689], [-3.839, -2.127, 3.232], [-0.025, 4.204, -1.906], [4.573, -3.241, 2.233], [4.766, 0.043, 1.972], [-3.270, -2.328, 2.331], [1.415, 4.199, -0.890], [2.523, 1.441, -2.641], [3.517, 6.148, -3.185], [-1.347, -2.696, 0.449], [-5.359, -1.810, 3.117], [-7.368, -0.352, -2.495], [2.430, 1.910, 1.945], [-5.046, -3.531, -0.247], [-5.188, -3.591, -1.976], [-1.073, -0.953, -1.375], [5.852, 3.380, 1.424], [-7.953, -2.153, -1.313], [1.886, -1.870, -5.035], [0.767, 6.152, -1.250], [-2.308, 0.219, 3.747], [-2.817, -1.521, 5.607], [3.724, 1.625, -5.019], [-6.739, -0.731, 4.352], [-8.030, -1.572, -0.398], [1.668, 0.813, -4.171], [0.337, -0.235, 0.850], [4.639, 0.939, 1.358], [2.290, -0.955, -2.955], [2.733, 0.122, 0.707], [4.702, 0.804, -3.904], [3.328, 3.064, 2.374], [1.567, 2.363, 1.455], [2.280, -5.022, 1.145], [-8.927, -2.438, -1.702], [5.516, -4.302, 1.973], [3.014, 6.609, 0.080], [-4.311, -1.125, -2.054], [3.229, -4.672, 3.572], [-0.487, 1.801, -0.296], [1.010, -4.041, 1.937], [0.917, 4.711, -1.720], [5.476, 2.201, 3.607], [-4.791, 0.419, 5.669], [2.836, -1.718, -4.527], [0.908, -1.318, -2.722], [1.986, 4.701, -2.831], [-2.484, -0.639, -0.330], [1.880, -1.999, 1.022], [-1.426, -0.876, -0.352], [-6.915, -1.976, -3.209], [2.168, 3.671, -3.167], [5.052, 2.515, 2.262], [3.165, 5.515, -2.365], [1.978, -3.250, -0.280], [3.160, 1.553, -0.089], [3.854, -2.783, 0.652], [-5.771, -1.218, 4.478], [3.288, -1.129, -1.904], [-7.417, -4.087, -1.982], [-0.652, 0.098, 0.555], [0.178, 6.762, -1.944], [3.361, -0.350, -6.246], [2.995, -3.857, 2.890], [3.196, 3.908, 1.696], [-7.467, -3.937, -0.163], [-5.540, -1.382, -1.337], [-5.649, -3.177, -1.079], [1.695, 4.960, -3.858], [2.080, 1.263, 2.749], [0.256, 6.388, -0.317], [4.292, -1.861, 0.280], [-4.983, 0.658, 3.885], [-5.787, -1.904, 5.321], [3.199, 1.091, 0.904], [-5.746, -0.715, -0.077], [2.511, 0.750, -3.474], [-3.812, -2.987, 3.900], [-1.331, 0.121, 1.408], [4.087, 5.079, -1.988], [3.742, 0.719, -4.414], [3.307, 3.422, 3.401], [3.205, -2.664, -4.139], [-5.586, -1.088, 2.341], [2.316, -2.947, 0.707], [2.472, 6.812, -1.252], [5.400, 0.762, 0.596], [-7.165, -3.492, -1.108]],
  "lowdin_charge": [-0.208, 0.104, -0.192, 0.103, -0.330, 0.725, 0.109, 0.112, -0.207, -0.331, -0.233, -0.182, 0.080, 0.678, 0.072, 0.007, 0.089, 0.084, 0.094, 0.684, -0.215, 0.108, -0.219, 0.099, 0.098, 0.027, -0.332, -0.216, 0.095, -0.220, -0.363, -0.342, 0.108, 0.112, 0.101, 0.110, 0.029, -0.200, 0.677, 0.082, 0.113, -0.211, 0.045, 0.120, 0.112, -0.326, -0.336, -0.328, 0.104, 0.759, 0.078, -0.241, -0.329, 0.107, -0.185, -0.331, -0.229, 0.028, 0.084, -0.608, 0.111, 0.090, 0.694, -0.205, 0.101, 0.104, -0.238, -0.221, -0.325, 0.109, -0.676, 0.103, 0.110, -0.211, 0.095, 0.109, 0.662, -0.212, 0.119, 0.125, 0.107, 0.076, 0.105, 0.117, -0.235, -0.319, -0.227, 0.091, 0.038, 0.109, -0.201, 0.102, 0.104, 0.087, -0.233, 0.705, 0.103, -0.197],
  "e_above_lowest_kcal_mol": 0.00,
  "gap_ev": 9.7,
  "homo_ev": -9.7027,
  "fmax_ev_per_a": 2.35,
  "spin_multiplicity": 1
}